Entry 1:
C19H29BClNO8S in the gas phase, computed with wB97M-V/def2-TZVPD.

Geometry (Å):
C (-3.234686, 2.818628, 3.080069)
C (-4.607433, 2.659787, 2.499999)
O (-5.580777, 3.166812, 2.972230)
O (-4.666866, 1.888389, 1.373858)
C (-5.157568, 0.553040, 1.612088)
C (-4.437347, -0.396787, 0.677598)
C (-3.069737, -0.859847, 1.221759)
C (-1.873389, -0.034645, 0.689830)
C (-0.629973, -0.866571, 0.545855)
C (-0.332850, -1.734372, -0.431869)
B (-1.273265, -2.034789, -1.671391)
N (-1.693533, -3.376711, -1.987408)
O (-1.718793, -1.001168, -2.448439)
C (0.963486, -2.452373, -0.300136)
O (1.090866, -3.624272, -0.576330)
C (2.111587, -1.628156, 0.201039)
C (3.486273, -1.848121, -0.383384)
C (3.517963, -2.325541, -1.853669)
C (4.216895, -1.330415, -2.780178)
Cl (5.190425, -2.153842, -4.032739)
C (1.813857, -0.765577, 1.180311)
C (2.737294, 0.209382, 1.847403)
C (2.324381, 1.685875, 1.580747)
C (1.586169, 1.913087, 0.264533)
C (2.471615, 1.750470, -0.966715)
S (1.425144, 1.943436, -2.385434)
O (0.446792, 2.965403, -2.168685)
O (0.957695, 0.643462, -2.786361)
O (2.495252, 2.462719, -3.436344)
C (0.390647, -0.728952, 1.637470)
O (0.092938, -0.589128, 2.802273)
H (-3.220407, 3.726260, 3.675213)
H (-3.041001, 1.970435, 3.740155)
H (-2.467227, 2.829489, 2.311099)
H (-4.963489, 0.279874, 2.652366)
H (-6.237280, 0.525143, 1.462414)
H (-5.051840, -1.274128, 0.484386)
H (-4.252236, 0.125594, -0.260390)
H (-2.903188, -1.901423, 0.946268)
H (-3.059283, -0.823378, 2.311361)
H (-2.128618, 0.480009, -0.234448)
H (-1.639598, 0.738841, 1.423081)
H (-2.356542, -3.344579, -2.755754)
H (-0.911646, -3.953399, -2.279738)
H (-1.215537, -0.189610, -2.299549)
H (4.027907, -0.904916, -0.303744)
H (4.024497, -2.551023, 0.254140)
H (4.082400, -3.254496, -1.892200)
H (2.524566, -2.545127, -2.227321)
H (4.896400, -0.678695, -2.236090)
H (3.503691, -0.713351, -3.321917)
H (3.772157, 0.015666, 1.573771)
H (2.667603, 0.054891, 2.925598)
H (1.646872, 2.007922, 2.369857)
H (3.223854, 2.300860, 1.595169)
H (1.189693, 2.927990, 0.253254)
H (0.723198, 1.256873, 0.164993)
H (3.235659, 2.524679, -1.002662)
H (2.884787, 0.750940, -1.069125)
H (2.001545, 2.709434, -4.238168)

Atomic forces in eV per Å
0.0 0.1 0.0
-0.2 0.3 0.0
-0.2 -0.1 0.1
0.4 -0.3 0.1
-0.3 -0.1 -0.2
0.6 0.0 0.4
0.0 0.1 -0.4
0.0 -0.1 0.7
0.2 0.1 -0.1
-0.2 0.2 -0.2
-0.1 -0.4 0.0
0.1 0.7 -0.6
0.0 0.1 0.1
0.1 0.0 0.2
0.1 -0.1 -0.3
0.1 0.2 0.1
-0.3 0.0 0.0
0.5 0.0 0.2
-0.2 0.1 0.0
0.0 0.0 -0.1
0.2 0.0 -0.1
-0.1 0.0 0.3
-0.1 -0.6 -0.3
0.2 0.3 0.0
-0.3 0.2 -0.1
-0.3 -0.3 0.3
0.1 0.1 -0.1
0.0 0.0 0.0
-0.1 0.0 -0.2
-0.1 -0.2 -0.1
0.0 0.3 0.0
0.1 0.0 0.0
0.0 -0.1 0.0
0.0 0.0 0.0
0.0 0.0 0.1
0.0 0.2 -0.1
-0.2 0.1 0.0
-0.3 -0.1 -0.2
-0.1 0.0 0.0
0.0 -0.1 0.1
0.0 -0.2 -0.2
-0.1 0.1 -0.1
0.0 -0.2 0.0
-0.1 -0.4 0.6
-0.1 0.0 0.0
0.1 0.0 0.1
0.0 -0.1 0.0
-0.1 -0.1 0.0
0.0 0.0 -0.1
0.1 0.0 0.0
0.0 0.1 0.1
0.0 0.1 -0.1
0.1 -0.1 0.0
0.1 0.1 0.1
-0.1 0.2 0.2
0.0 0.0 0.0
-0.1 -0.1 0.1
0.1 -0.1 0.0
0.2 0.0 0.1
0.2 0.0 0.0

Values from the calculation:
* relative energy (zero: lowest compared OMol25 entry of this formula, charge and spin): 0.2298 eV
* HOMO-LUMO gap: 8.78 eV
* total energy: -62079.35065 eV
* highest occupied orbital energy: -9.6253 eV
* E_LUMO: -0.0312 Eh
* strongest force on any atom: 0.92 eV Å⁻¹
* SMILES: CC(=O)OCCCCC1=C(B(N)O)C(=O)C(CCCCl)=C(CCCCS(=O)(=O)O)C1=O

=====

Entry 2:
A molecular structure, C19H29BeN6SSi2, computed with wB97M-V/def2-TZVPD.

Geometry (Å):
Be (9.342004, 7.735611, 9.288601)
N (5.820485, 5.902032, 11.350688)
C (6.951798, 5.770495, 10.547094)
S (6.768214, 5.270011, 8.963449)
N (8.005713, 6.251890, 11.240318)
N (9.189775, 6.459200, 10.580201)
C (10.324917, 6.146934, 11.187041)
C (11.443570, 6.854736, 10.615820)
C (12.821834, 6.695005, 10.937543)
C (13.770392, 7.416968, 10.213888)
C (13.362574, 8.368402, 9.238733)
C (11.998781, 8.501589, 9.040186)
N (11.054343, 7.797373, 9.688404)
H (4.968018, 5.434532, 11.053483)
H (6.027829, 5.685849, 12.329394)
H (10.398993, 5.491814, 12.073626)
H (13.134942, 5.988245, 11.710510)
H (14.814491, 7.199366, 10.456962)
H (14.082413, 8.965690, 8.669987)
H (11.577920, 9.187038, 8.301912)
C (8.632401, 5.286523, 5.575157)
Si (9.953781, 6.184845, 6.588189)
C (11.311140, 6.958455, 5.487990)
C (10.746695, 4.903275, 7.743155)
N (9.222171, 7.431117, 7.608808)
C (8.475009, 8.480294, 7.144260)
C (8.205256, 8.781289, 5.785277)
C (7.421695, 9.865924, 5.414478)
C (6.913059, 10.732372, 6.407071)
C (7.195581, 10.486796, 7.745795)
C (7.941664, 9.376189, 8.170516)
N (8.269151, 9.056917, 9.462654)
Si (7.690037, 9.927236, 10.886365)
C (5.806374, 9.820836, 10.924269)
C (8.299590, 11.753988, 10.826382)
C (8.452715, 9.151225, 12.455933)
H (9.026762, 4.500820, 4.910116)
H (8.042504, 6.003590, 4.971450)
H (7.933135, 4.802923, 6.314637)
H (11.866701, 6.189902, 4.917462)
H (12.027301, 7.515273, 6.147538)
H (10.851036, 7.668517, 4.785221)
H (11.092798, 3.971368, 7.234753)
H (10.005295, 4.613306, 8.521166)
H (11.630284, 5.326167, 8.270833)
H (8.646074, 8.094269, 5.041157)
H (7.205515, 10.053024, 4.360873)
H (6.334810, 11.620542, 6.153428)
H (6.822811, 11.156873, 8.523882)
H (5.353884, 10.530724, 10.191205)
H (5.374085, 10.024099, 11.924580)
H (5.515753, 8.786138, 10.639475)
H (7.943912, 12.255028, 9.882425)
H (9.418975, 11.776389, 10.860361)
H (7.908853, 12.357285, 11.684874)
H (8.181553, 8.075012, 12.539536)
H (8.100813, 9.655470, 13.390715)
H (9.572856, 9.237411, 12.419976)

Atomic forces in eV per Å
0.3 -1.2 0.9
-0.9 -0.7 1.1
1.1 1.8 1.3
0.2 -0.3 -0.7
-0.6 -1.5 -0.7
-0.5 0.3 0.0
0.4 0.6 -0.5
-0.2 -0.5 1.1
0.1 0.5 -0.9
-0.4 -0.8 1.0
-0.3 0.0 -0.1
0.1 0.0 -0.2
0.6 0.2 -0.4
0.6 0.0 -0.3
-0.1 0.4 -0.5
-0.2 0.4 -0.6
-0.2 0.2 -0.3
-0.2 0.4 -0.3
-0.4 -0.3 0.2
0.3 0.0 0.1
-0.6 0.0 0.4
0.2 -0.5 0.5
0.0 0.1 0.5
0.2 -0.1 0.3
-0.6 1.4 -0.8
0.6 -0.9 0.5
-0.1 -0.2 -0.6
0.3 -0.4 0.1
0.3 -0.1 0.7
-0.6 0.6 -0.2
0.6 -0.5 0.9
-0.1 0.2 -1.1
0.5 -0.1 0.5
-0.4 0.1 -0.2
-0.2 0.2 -0.3
0.2 0.0 0.1
0.0 0.3 0.2
0.2 -0.5 0.2
0.6 0.5 -0.7
-0.2 0.3 0.3
-0.5 -0.4 -0.6
0.3 -0.1 0.1
-0.3 0.7 0.1
0.4 0.2 -0.5
-0.5 -0.2 -0.3
-0.5 0.6 0.3
0.1 0.0 0.3
0.1 -0.3 -0.1
0.0 -0.1 -0.4
0.2 -0.5 0.5
0.3 0.0 -0.5
0.2 0.5 0.1
0.5 -0.4 0.9
-0.9 0.0 -0.1
0.3 -0.5 -0.6
0.2 0.7 -0.2
0.2 -0.2 -0.7
-0.9 -0.1 0.0

Values from the calculation:
* relative energy (zero: lowest compared OMol25 entry of this formula, charge and spin): 0.0533 eV
* HOMO-LUMO gap (alpha / beta): 3.15 / 6.92 eV
* total energy: -56113.24140 eV
* highest occupied orbital energy (alpha / beta): -2.0520 / -3.9823 eV
* charge: -1
* E_LUMO (alpha / beta): 0.0405 / 0.1079 Eh
* strongest force on any atom: 2.45 eV Å⁻¹